*P*
51
Properties=species:S:1:pos:R:3 method="wB97M-V/def2-TZVPD" multiplicity=1 charge=0 smiles="C#CCN(CC=C)C(=O)[C@H]1CCC(=O)N(CCCc2ccccc2)C1" homo_ev=-8.92 orbital_gap_ev=9.557
C -0.640 -2.608 0.352
C -1.395 -1.999 -0.349
C -2.316 -1.215 -1.159
N -3.103 -0.292 -0.361
C -4.462 -0.711 -0.057
C -4.481 -1.998 0.708
C -5.179 -3.060 0.352
C -2.618 0.836 0.210
O -3.318 1.556 0.897
C -1.163 1.184 -0.095
C -1.067 1.918 -1.453
C -0.613 3.369 -1.275
C 0.688 3.402 -0.498
O 1.693 3.969 -0.882
N 0.614 2.708 0.659
C 1.784 2.518 1.485
C 2.353 1.101 1.371
C 2.871 0.808 -0.041
C 3.358 -0.608 -0.139
C 2.524 -1.616 -0.605
C 2.960 -2.928 -0.657
C 4.239 -3.252 -0.241
C 5.080 -2.255 0.226
C 4.641 -0.945 0.276
C -0.631 2.086 1.030
H 0.032 -3.153 0.946
H -1.757 -0.673 -1.929
H -3.010 -1.898 -1.659
H -5.033 -0.805 -0.988
H -4.898 0.090 0.549
H -3.863 -2.009 1.595
H -5.175 -3.965 0.934
H -5.799 -3.063 -0.530
H -0.563 0.272 -0.114
H -2.036 1.911 -1.958
H -0.349 1.410 -2.101
H -1.375 3.934 -0.734
H -0.455 3.842 -2.244
H 1.525 2.736 2.526
H 2.526 3.243 1.142
H 3.168 0.992 2.088
H 1.583 0.370 1.631
H 2.068 0.975 -0.760
H 3.678 1.504 -0.275
H 1.522 -1.374 -0.933
H 2.298 -3.698 -1.028
H 4.582 -4.276 -0.283
H 6.081 -2.501 0.549
H 5.302 -0.169 0.637
H -0.479 1.495 1.934
H -1.392 2.844 1.254

*Q*
51
Properties=species:S:1:pos:R:3 method="wB97M-V/def2-TZVPD" multiplicity=1 charge=0 homo_ev=-6.31 orbital_gap_ev=6.360
C 3.274 0.249 2.352
N 1.972 -0.254 1.923
C 1.876 -1.713 1.991
C 0.953 0.589 1.618
C -0.425 0.308 2.026
C -0.883 -0.854 2.702
C -2.252 -1.054 2.870
C -3.171 -0.099 2.425
C -4.633 -0.368 2.568
C -2.719 1.115 1.884
C -1.359 1.320 1.747
H 4.042 -0.493 2.098
H 3.505 1.204 1.865
H 3.289 0.416 3.442
H 2.805 -2.153 1.603
H 1.770 -2.044 3.040
H 1.047 -2.092 1.384
H 1.235 1.653 1.744
H -0.212 -1.604 3.105
H -2.618 -1.944 3.402
H -5.231 0.502 2.264
H -4.934 -1.214 1.933
H -4.855 -0.653 3.608
H -3.414 1.909 1.599
H -0.976 2.250 1.351
C -1.785 4.967 -0.398
C -1.507 3.809 -1.315
O -0.568 2.979 -0.583
C -0.301 1.818 -1.218
C 0.817 1.041 -0.504
N 0.893 -0.167 -1.003
C 1.528 -1.243 -1.298
C 1.564 -2.036 -2.541
C 2.041 -3.371 -2.468
C 2.136 -4.186 -3.593
C 1.834 -3.666 -4.862
C 1.369 -2.347 -4.968
C 1.206 -1.544 -3.824
O -0.862 1.508 -2.263
H -2.485 5.688 -0.821
H -2.221 4.613 0.541
H -0.859 5.504 -0.162
H -2.407 3.234 -1.554
H -1.014 4.117 -2.241
H 1.697 1.767 -0.356
H 2.157 -1.705 -0.523
H 2.331 -3.764 -1.486
H 2.448 -5.232 -3.481
H 1.958 -4.288 -5.750
H 1.123 -1.942 -5.957
H 0.820 -0.530 -3.917

The least stable of them is *Q*.

*P*
17
Properties=species:S:1:pos:R:3 method="wB97M-V/def2-TZVPD" multiplicity=2 charge=+1 homo_ev="-14.27 / -14.27" orbital_gap_ev="8.747 / 4.479"
C 0.176 0.967 -0.710
C 0.491 0.664 -2.175
C 0.251 -0.801 -2.540
H 0.916 0.437 -0.093
H 0.109 2.019 -0.447
H -0.785 0.508 -0.441
H -0.052 1.362 -2.803
H 1.525 0.940 -2.351
H 1.174 -1.237 -2.918
H -0.551 -0.979 -3.257
H 0.017 -1.375 -1.631
C -0.458 -0.115 2.701
N -0.599 -0.905 3.738
O -0.185 1.096 2.871
H -0.408 -0.451 1.657
H -0.358 -0.462 4.622
H -1.264 -1.669 3.777

*Q*
17
Properties=species:S:1:pos:R:3 method="wB97M-V/def2-TZVPD" multiplicity=2 charge=+1 homo_ev="-14.84 / -14.85" orbital_gap_ev="10.114 / 7.292"
C 0.482 0.536 1.489
C 0.313 0.942 -0.035
C -0.468 -0.096 -0.750
C -1.825 -0.246 -0.459
N -2.751 -0.902 -1.224
H 0.794 -0.486 1.690
H 1.243 1.196 1.895
H -0.500 0.706 1.908
H 1.261 1.028 -0.549
H -0.315 1.818 0.085
H 0.005 -0.861 -1.361
H -2.196 0.047 0.520
H -3.537 -1.100 -0.609
H -2.266 -1.770 -1.476
H 2.459 -0.268 -0.320
H 3.934 -0.421 -0.761
O 3.366 -0.121 -0.043

*R*
17
Properties=species:S:1:pos:R:3 method="wB97M-V/def2-TZVPD" multiplicity=2 charge=+1 homo_ev="-13.26 / -13.26" orbital_gap_ev="8.312 / 5.743"
C -2.407 -0.358 2.258
C -1.498 -0.494 0.959
C -1.823 0.372 -0.185
C -1.150 0.453 -1.412
N -1.692 1.329 -2.342
H -1.978 0.255 3.031
H -3.352 0.138 1.899
H -2.551 -1.427 2.598
H -1.385 -1.533 0.647
H -0.448 -0.353 1.363
H -2.234 1.331 0.030
H -0.151 0.145 -1.750
H -1.799 2.238 -1.876
H -1.083 1.394 -3.180
H 6.973 -1.514 -0.425
H 7.264 -0.434 0.736
O 6.767 -1.202 0.456

The least stable of them is *P*.

*P*
17
Properties=species:S:1:pos:R:3 method="wB97M-V/def2-TZVPD" multiplicity=2 charge=+1 homo_ev="-14.46 / -15.29" orbital_gap_ev="10.390 / 8.141"
C 0.782 1.263 0.692
C 0.126 0.354 -0.282
C 0.588 -0.946 -0.513
N 1.774 -1.359 -0.103
C -0.942 0.950 -1.138
H 1.872 1.289 0.593
H 0.497 2.313 0.580
H 0.408 1.111 1.712
H 0.112 -1.555 -1.271
H 2.230 -0.881 0.665
H 1.887 -2.365 -0.155
H -1.810 0.280 -1.153
H -1.282 1.913 -0.768
H -0.618 1.060 -2.176
H -1.174 -1.522 0.988
H -2.367 -0.503 1.068
O -2.083 -1.403 1.261

*Q*
17
Properties=species:S:1:pos:R:3 method="wB97M-V/def2-TZVPD" multiplicity=2 charge=+1 homo_ev="-14.59 / -14.53" orbital_gap_ev="10.982 / 5.601"
C 0.574 -0.158 0.395
C -0.185 0.696 -0.654
C 0.591 1.969 -0.865
O -0.298 -0.030 -1.875
C -0.109 -1.487 0.621
N -1.094 -1.460 1.644
H 0.582 0.424 1.318
H 1.605 -0.290 0.085
H -1.185 0.877 -0.243
H 1.579 1.770 -1.273
H 0.072 2.701 -1.488
H 0.718 2.483 0.096
H 0.408 -0.694 -1.911
H 0.631 -2.229 0.988
H -0.558 -1.900 -0.296
H -1.460 -0.562 1.970
H -1.871 -2.109 1.488

The least stable of them is *Q*.

*P*
15
Properties=species:S:1:pos:R:3 method="wB97M-V/def2-TZVPD" multiplicity=1 charge=+1 smiles="CNC(=[NH2+])CO" homo_ev=-15.13 orbital_gap_ev=12.034
C -1.912 -0.506 0.389
N -0.674 0.193 0.549
C 0.440 -0.214 0.032
N 0.643 -1.232 -0.734
C 1.554 0.931 0.213
O 0.969 2.125 -0.144
H -1.553 -1.534 0.049
H -2.345 -0.716 1.372
H -2.554 -0.036 -0.293
H -0.573 1.018 1.138
H 1.390 -1.674 -1.277
H -0.203 -1.894 -0.786
H 2.470 0.897 -0.382
H 1.795 0.887 1.331
H 1.494 2.686 -0.653

*Q*
15
Properties=species:S:1:pos:R:3 method="wB97M-V/def2-TZVPD" multiplicity=1 charge=+1 smiles="C[C@@H]([NH3+])C(N)=O" homo_ev=-15.47 orbital_gap_ev=12.210
C -0.652 0.004 1.480
C 0.267 0.276 0.264
N 1.591 -0.529 0.283
C -0.303 -0.096 -1.172
N -1.311 0.522 -1.584
O 0.333 -0.934 -1.768
H -0.793 -1.001 1.537
H -1.649 0.526 1.517
H -0.215 0.427 2.457
H 0.412 1.312 0.121
H 1.353 -1.083 -0.679
H 1.618 -1.168 1.050
H 2.397 0.040 0.324
H -1.620 1.468 -1.270
H -1.429 0.238 -2.561

*R*
15
Properties=species:S:1:pos:R:3 method="wB97M-V/def2-TZVPD" multiplicity=1 charge=+1 homo_ev=-13.36 orbital_gap_ev=9.690
C 1.433 0.142 0.279
C -1.951 -0.811 0.423
C -0.870 0.692 -0.432
N 2.534 -0.557 0.090
N 0.441 -0.080 -0.560
O -0.727 1.814 0.246
H 1.319 1.001 0.832
H -1.172 -1.488 0.384
H -2.145 -0.580 1.449
H -2.766 -1.027 -0.149
H -1.294 0.842 -1.426
H 3.322 -0.525 0.760
H 2.555 -1.290 -0.603
H 0.486 -0.829 -1.216
H -1.166 2.698 -0.077

The least stable of them is *R*.

*P*
7
Properties=species:S:1:pos:R:3 method="wB97M-V/def2-TZVPD" multiplicity=1 charge=0 homo_ev=-11.10 orbital_gap_ev=9.371
C 0.232 -0.149 -0.108
N 0.906 0.913 -0.144
N -1.159 0.025 -0.081
F 0.673 -1.372 -0.180
F 2.684 0.292 -0.177
H -1.538 0.883 0.310
H -1.799 -0.592 0.379

*Q*
7
Properties=species:S:1:pos:R:3 method="wB97M-V/def2-TZVPD" multiplicity=1 charge=0 homo_ev="-8.24 / -8.55" orbital_gap_ev="8.178 / 8.352"
C -0.256 0.102 -0.084
N 1.827 -0.260 0.219
N -1.139 0.321 0.837
F -0.622 0.458 -1.287
F -0.586 0.175 2.084
H 1.932 -0.546 -0.837
H -1.843 1.107 0.758

The least stable of them is *Q*.

*P*
21
Properties=species:S:1:pos:R:3 method="wB97M-V/def2-TZVPD" multiplicity=1 charge=0 smiles="NCC=O.O.O.O.O" homo_ev=-9.04 orbital_gap_ev=9.224
N 0.720 1.987 0.654
C 0.719 0.683 1.233
C 2.047 -0.091 0.892
O 3.023 -0.005 1.635
H 0.875 2.813 1.287
H 1.468 2.264 -0.164
H -0.278 0.294 0.874
H 0.652 0.559 2.375
H 1.929 -0.918 0.150
O -2.351 -1.681 -2.032
H -2.372 -1.190 -1.077
H -1.995 -0.980 -2.674
O 0.603 -1.911 1.612
H 1.093 -2.513 1.981
H 0.123 -2.267 0.808
O -2.248 0.653 -0.359
H -1.479 0.624 -0.832
H -2.420 1.327 0.237
O -0.283 0.123 -2.061
H 0.207 -0.685 -2.204
H -0.033 0.915 -2.337

*Q*
21
Properties=species:S:1:pos:R:3 method="wB97M-V/def2-TZVPD" multiplicity=1 charge=0 smiles="NCC=O.O.O.O.O" homo_ev=-9.09 orbital_gap_ev=9.252
N 0.598 2.084 0.561
C 0.589 0.757 1.140
C 1.893 -0.010 0.796
O 2.856 0.073 1.517
H 0.754 2.877 1.190
H 1.304 2.323 -0.192
H -0.393 0.371 0.786
H 0.523 0.640 2.248
H 1.780 -0.824 0.055
O -2.479 -1.613 -2.077
H -2.498 -1.143 -1.184
H -2.143 -0.949 -2.698
O 0.445 -1.875 1.530
H 0.999 -2.548 1.933
H -0.024 -2.224 0.761
O -2.380 0.721 -0.452
H -1.571 0.694 -0.945
H -2.557 1.422 0.166
O -0.397 0.197 -2.156
H 0.094 -0.608 -2.298
H -0.122 1.057 -2.468

*R*
21
Properties=species:S:1:pos:R:3 method="wB97M-V/def2-TZVPD" multiplicity=1 charge=0 smiles="CNC=O.O.O.O.O" homo_ev=-9.30 orbital_gap_ev=9.900
C -0.435 -1.446 0.302
N 0.549 -2.229 -0.511
C 1.550 -1.454 -1.129
O 1.639 -0.274 -0.926
H -0.024 -0.933 1.171
H -1.245 -2.140 0.427
H -0.729 -0.613 -0.392
H 0.820 -3.126 -0.130
H 2.020 -2.083 -1.906
O -1.061 1.153 -0.703
H -0.897 2.088 -0.537
H -1.007 0.996 -1.658
O 0.527 3.208 1.016
H 0.702 3.356 1.955
H 0.999 2.361 0.935
O -3.053 -0.029 -1.584
H -3.005 -0.915 -1.946
H -3.816 0.450 -1.906
O 1.138 0.166 2.911
H 0.396 -0.256 3.350
H 1.992 -0.120 3.251

*S*
21
Properties=species:S:1:pos:R:3 method="wB97M-V/def2-TZVPD" multiplicity=1 charge=0 smiles="CNC=O.O.O.O.O" homo_ev=-10.49 orbital_gap_ev=10.900
C -2.450 1.767 -1.680
N -1.782 0.460 -1.911
C -0.918 0.014 -0.986
O -0.800 0.564 0.120
H -2.405 2.292 -2.627
H -2.056 2.161 -0.753
H -3.502 1.546 -1.453
H -1.963 -0.009 -2.772
H -0.186 -0.794 -1.036
O 0.993 2.440 2.019
H 0.230 2.310 1.440
H 0.564 2.358 2.892
O 3.342 -1.218 1.753
H 2.656 -1.330 2.437
H 3.185 -0.331 1.449
O -2.024 -2.062 0.950
H -2.735 -1.675 0.439
H -1.643 -1.239 1.260
O 2.948 -1.660 -1.116
H 3.213 -2.320 -0.466
H 2.157 -1.205 -0.780

The least stable of them is *P*.

*P*
15
Properties=species:S:1:pos:R:3 method="wB97M-V/def2-TZVPD" multiplicity=1 charge=0 smiles="NCC=O.O.O" homo_ev=-9.69 orbital_gap_ev=10.112
N 0.372 2.037 0.193
C -0.933 1.884 -0.389
C -0.891 1.061 -1.644
O -1.256 1.462 -2.718
H 1.088 2.067 -0.506
H 0.589 1.252 0.826
H -1.426 2.846 -0.590
H -1.719 1.348 0.199
H -0.182 0.162 -1.638
O 3.458 -4.919 1.164
H 2.611 -4.796 0.732
H 3.598 -5.857 1.312
O -1.321 -0.114 2.388
H -1.652 -1.048 2.378
H -1.656 0.210 1.537

*Q*
15
Properties=species:S:1:pos:R:3 method="wB97M-V/def2-TZVPD" multiplicity=1 charge=0 smiles="CNC=O.O.O" homo_ev=-9.83 orbital_gap_ev=10.206
C 2.227 0.274 2.132
N 1.954 -0.144 0.745
C 1.026 0.469 -0.063
O -0.181 0.474 0.043
H 1.305 0.343 2.712
H 2.827 -0.406 2.742
H 2.744 1.222 2.052
H 2.338 -1.023 0.447
H 1.486 0.582 -1.057
O -2.542 1.110 -1.551
H -2.406 1.773 -2.207
H -1.703 1.006 -1.067
O -2.921 -2.219 -1.889
H -3.134 -2.182 -0.942
H -3.020 -1.278 -2.099

*R*
15
Properties=species:S:1:pos:R:3 method="wB97M-V/def2-TZVPD" multiplicity=1 charge=0 smiles="CC(N)=O.O.O" homo_ev=-9.87 orbital_gap_ev=10.601
C 1.855 0.916 -1.524
C 0.697 0.505 -0.714
N -0.414 0.707 -1.448
O 0.648 0.119 0.487
H 1.816 0.737 -2.621
H 2.689 0.221 -1.143
H 2.044 1.913 -1.194
H -1.189 0.116 -0.887
H -0.674 0.975 -2.469
O -2.457 -0.113 0.397
H -2.319 -1.073 0.462
H -2.016 0.172 1.251
O -0.642 -1.768 3.143
H -0.041 -1.868 3.892
H 0.002 -1.559 2.369

The least stable of them is *P*.

*P*
14
Properties=species:S:1:pos:R:3 method="wB97M-V/def2-TZVPD" multiplicity=1 charge=0 smiles="F[C@@H]1CCCC1=S" homo_ev=-8.61 orbital_gap_ev=8.458
F -0.968 2.265 -0.179
C -0.486 1.152 0.277
C 1.023 0.873 -0.272
C 1.104 -0.598 0.172
C -0.344 -1.143 -0.251
C -1.400 -0.046 -0.065
S -3.043 0.010 -0.022
H -0.326 0.989 1.411
H 1.789 1.434 0.239
H 1.127 0.838 -1.511
H 1.768 -1.341 -0.305
H 1.144 -0.738 1.320
H -0.699 -1.941 0.384
H -0.688 -1.755 -1.198

*Q*
14
Properties=species:S:1:pos:R:3 method="wB97M-V/def2-TZVPD" multiplicity=1 charge=0 homo_ev=-8.91 orbital_gap_ev=9.646
C 0.361 0.589 -0.337
C 0.952 0.591 1.126
C -0.636 -1.066 0.116
C 0.435 -0.757 -0.965
C -1.114 0.387 -0.265
H 2.200 0.922 1.001
H 0.681 1.462 1.729
H -1.372 -1.988 0.106
H -0.218 -0.981 -1.868
H 1.268 -1.365 -0.814
H -1.759 0.737 0.555
H -1.632 0.606 -1.292
F 0.671 1.835 -0.933
S 0.164 -0.972 1.841

The least stable of them is *Q*.